(1)
{
  "formula": "C3H4KMgO3",
  "method": "wB97M-V/def2-TZVPD",
  "spin_multiplicity": 2,
  "homo_energy_ha": [-0.5783, -0.6490],
  "s_squared": 0.754,
  "total_energy_ev": -31071.6112,
  "de_lowest_kcal_mol": 0.00,
  "orbital_gap_ev": [6.54, 8.33],
  "charge": 2,
  "elements": ["O", "C", "C", "O", "C", "O", "K", "Mg", "H", "H", "H", "H"],
  "xyz": [[1.5770, 0.2636, -0.1239], [0.7608, -0.8635, -0.4153], [-0.4505, -0.9022, 0.4656], [-3.1410, 0.7077, -0.0017], [-2.5389, 1.7086, -0.0656], [-1.4592, 2.1952, -0.0302], [4.4153, -0.1154, -0.1628], [0.5366, 1.8074, 0.2037], [1.3402, -1.7922, -0.2470], [0.4588, -0.8543, -1.4749], [-0.3795, -0.3922, 1.4356], [-1.1196, -1.7626, 0.4165]]
}

(2)
{
  "formula": "C3H4LiMgO4",
  "method": "wB97M-V/def2-TZVPD",
  "spin_multiplicity": 1,
  "homo_energy_ha": -0.4575,
  "total_energy_ev": -17010.8547,
  "de_lowest_kcal_mol": 15.55,
  "orbital_gap_ev": 6.21,
  "charge": 1,
  "elements": ["O", "C", "C", "O", "O", "C", "H", "H", "H", "H", "O", "Mg", "Li"],
  "xyz": [[-0.8049, 2.3289, 1.9935], [-0.5739, 1.8457, 0.8922], [0.0942, -1.1965, -0.1350], [0.3948, 2.1564, 0.1137], [-1.2859, 0.7317, 0.5968], [-0.9776, -0.1674, -0.4649], [-0.0859, -1.6218, 0.8668], [-0.0826, -2.0341, -0.8334], [-1.9130, -0.7083, -0.6577], [-0.7547, 0.4035, -1.3798], [1.4705, -0.7519, -0.2859], [1.8211, 1.0875, -0.5357], [2.6979, -2.0736, -0.1705]]
}

(3)
{
  "formula": "C3H4LiNiO4",
  "method": "wB97M-V/def2-TZVPD",
  "spin_multiplicity": 3,
  "homo_energy_ha": [-0.4582, -0.4688],
  "s_squared": 2.004,
  "total_energy_ev": -52603.0456,
  "de_lowest_kcal_mol": 15.94,
  "orbital_gap_ev": [7.67, 6.81],
  "charge": 1,
  "elements": ["H", "C", "C", "O", "H", "H", "O", "H", "O", "C", "Ni", "Li", "O"],
  "xyz": [[-4.2753, 2.4562, 0.3714], [-3.6040, 1.6557, 0.0501], [-3.7374, 0.2935, 0.5444], [-4.1996, 0.6756, -0.7593], [-2.8528, -0.3483, 0.5461], [-4.5207, 0.0507, 1.2671], [-2.3708, 2.1246, -0.3526], [-2.0979, 3.1469, -0.0263], [-1.7372, 4.4565, -1.0637], [-2.1336, 3.9645, -2.0744], [-3.6913, 6.9189, -6.6083], [-3.3207, 5.4132, -4.3958], [-2.7527, 4.1068, -3.0660]]
}

(4)
{
  "formula": "C3H4LiO3V",
  "method": "wB97M-V/def2-TZVPD",
  "spin_multiplicity": 5,
  "homo_energy_ha": [-0.1853, -0.2387],
  "s_squared": 6.494,
  "total_energy_ev": -35203.6597,
  "de_lowest_kcal_mol": 43.40,
  "orbital_gap_ev": [3.85, 5.25],
  "elements": ["H", "C", "C", "O", "C", "O", "V", "O", "H", "H", "H", "Li"],
  "xyz": [[-2.1297, -1.5893, -0.1115], [-1.2374, -1.0048, -0.4069], [-0.0680, -1.5096, 0.4010], [1.2660, -1.1672, 0.1033], [1.7889, -0.3594, -0.9249], [1.7779, 0.9735, -0.2047], [0.1012, 0.8020, 0.8872], [-1.4628, 0.3653, -0.1350], [-1.0869, -1.1439, -1.4985], [-0.1086, -2.5628, 0.6971], [2.2043, 1.6254, -0.7630], [-2.7707, 1.4216, -0.6112]]
}

(5)
{
  "formula": "C3H4MnO2",
  "method": "wB97M-V/def2-TZVPD",
  "spin_multiplicity": 7,
  "homo_energy_ha": [-0.4103, -0.4041],
  "s_squared": 12.036,
  "total_energy_ev": -38576.7253,
  "de_lowest_kcal_mol": 54.69,
  "orbital_gap_ev": [6.14, 5.82],
  "charge": 1,
  "elements": ["C", "C", "H", "H", "C", "O", "Mn", "H", "O", "H"],
  "xyz": [[1.3544, 0.2505, -0.3598], [0.5723, -0.3415, 0.7311], [0.3466, 0.2658, 1.6169], [0.9580, -1.3735, 0.8488], [-0.6623, -0.5440, -0.2761], [-1.7700, -0.0400, -0.1361], [-3.6003, -0.3767, -0.6723], [-0.5094, -1.3653, -0.9994], [1.7664, 1.4426, -0.0305], [1.5443, 2.0820, -0.7226]]
}

(6)
{
  "formula": "C3H4N2",
  "method": "wB97M-V/def2-TZVPD",
  "spin_multiplicity": 1,
  "homo_energy_ha": -0.3271,
  "total_energy_ev": -6154.6929,
  "de_lowest_kcal_mol": 27.86,
  "smiles": "N#C/C=C/N",
  "orbital_gap_ev": 9.39,
  "elements": ["C", "C", "C", "H", "H", "H", "H", "N", "N"],
  "xyz": [[0.3099, -0.3842, -0.0507], [-0.6944, 0.5488, -0.0223], [-2.0162, 0.0937, -0.0450], [2.3828, -0.7577, 0.4915], [1.9250, 0.8320, -0.1133], [0.0507, -1.4544, -0.0712], [-0.4878, 1.5860, 0.0611], [1.6376, -0.1219, -0.1714], [-3.1078, -0.3423, -0.0787]]
}

(7)
{
  "formula": "C3H4N2",
  "method": "wB97M-V/def2-TZVPD",
  "spin_multiplicity": 1,
  "homo_energy_ha": -0.3530,
  "total_energy_ev": -6154.9646,
  "de_lowest_kcal_mol": 21.59,
  "smiles": "c1cn[nH]c1",
  "orbital_gap_ev": 10.74,
  "elements": ["N", "C", "C", "C", "N", "H", "H", "H", "H"],
  "xyz": [[-0.3858, 1.0898, 0.3974], [0.8842, 0.5958, -0.0268], [0.6988, -0.7565, -0.2818], [-0.7379, -0.9606, -0.0489], [-1.3306, 0.1427, 0.3284], [-0.8538, 1.9933, 0.2761], [1.7285, 1.3017, -0.0348], [1.3932, -1.5657, -0.5706], [-1.4108, -1.8281, -0.0397]]
}

(8)
{
  "formula": "C3H4N2",
  "method": "wB97M-V/def2-TZVPD",
  "spin_multiplicity": 1,
  "homo_energy_ha": -0.2988,
  "total_energy_ev": -6149.7071,
  "de_lowest_kcal_mol": 142.83,
  "smiles": "N=C=C1CN1",
  "orbital_gap_ev": 7.59,
  "elements": ["N", "C", "C", "C", "N", "H", "H", "H", "H"],
  "xyz": [[1.9857, 0.9382, -0.5753], [1.6517, -0.2714, -0.1402], [0.2998, -0.0167, 0.0408], [-1.0460, -0.4154, -0.2783], [-0.6030, 0.1157, 1.0453], [1.0802, 1.5201, -0.6679], [-1.7505, 0.2120, -0.8042], [-1.1781, -1.4923, -0.3826], [-0.4399, -0.5903, 1.7624]]
}